Entry 1:
{"formula": "C37H40BrCl3GeIN7NaOS3", "method": "ωB97M-V/def2-TZVPD", "fmax_ha_per_bohr": 0.0401, "homo_lumo_gap_ev": [6.4, 6.3], "e_homo_ev": [-6.95, -7.61], "e_above_lowest_kcal_mol": 29.39, "e_tot_ha": -9578.61467, "s_squared": 0.782, "spin_multiplicity": 2, "elements": ["Na", "C", "C", "C", "C", "N", "C", "C", "C", "C", "C", "C", "N", "H", "H", "H", "H", "H", "H", "H", "H", "S", "C", "C", "N", "C", "S", "C", "N", "C", "C", "N", "C", "C", "N", "C", "C", "H", "H", "H", "H", "H", "H", "H", "H", "H", "H", "H", "H", "H", "C", "C", "C", "N", "H", "H", "H", "H", "H", "Cl", "Ge", "Cl", "Cl", "C", "C", "C", "C", "C", "C", "C", "S", "C", "O", "H", "H", "H", "H", "H", "H", "H", "H", "H", "H", "Br", "C", "C", "C", "C", "C", "C", "I", "H", "H", "H", "H"], "coordinates": [[-0.651, 1.210, 0.868], [-3.116, 4.418, 2.945], [-3.377, 3.933, 4.216], [-3.411, 2.565, 4.422], [-3.205, 1.720, 3.330], [-2.939, 2.197, 2.116], [-2.875, 3.500, 1.931], [-3.290, 0.253, 3.436], [-3.904, -0.387, 4.515], [-3.918, -1.770, 4.548], [-3.356, -2.479, 3.498], [-2.810, -1.750, 2.449], [-2.775, -0.434, 2.418], [-3.082, 5.475, 2.737], [-3.561, 4.610, 5.039], [-3.573, 2.173, 5.415], [-2.635, 3.802, 0.922], [-4.361, 0.183, 5.309], [-4.365, -2.282, 5.389], [-3.332, -3.559, 3.487], [-2.382, -2.247, 1.589], [0.648, -1.557, 1.672], [1.240, -1.672, 3.254], [1.876, -2.897, 3.520], [2.359, -3.935, 3.638], [1.135, -0.714, 4.269], [0.291, 0.749, 4.180], [1.750, -0.981, 5.506], [2.240, -1.137, 6.534], [4.311, -0.363, -1.668], [2.909, -0.618, -1.062], [2.642, 0.356, -0.031], [2.794, 1.690, -0.569], [4.268, 1.951, -0.941], [4.982, 0.657, -0.825], [5.004, 0.240, 0.599], [3.543, 0.175, 1.085], [4.237, 0.027, -2.686], [4.920, -1.268, -1.687], [2.857, -1.615, -0.624], [2.135, -0.541, -1.830], [2.481, 2.405, 0.189], [2.136, 1.782, -1.428], [4.693, 2.652, -0.214], [4.387, 2.337, -1.955], [5.942, 0.782, -1.147], [5.549, 0.997, 1.163], [5.514, -0.722, 0.666], [3.359, 0.981, 1.794], [3.336, -0.778, 1.568], [-5.152, -0.883, -1.193], [-4.462, 0.285, -0.482], [-3.038, 0.219, -0.602], [-1.903, 0.160, -0.723], [-6.228, -0.803, -1.061], [-4.815, -1.836, -0.790], [-4.930, -0.873, -2.258], [-4.683, 0.291, 0.587], [-4.787, 1.243, -0.897], [0.689, 3.164, 1.697], [2.281, 3.231, 3.465], [2.042, 5.402, 3.913], [4.205, 3.374, 1.959], [-0.061, -0.808, -6.384], [-0.144, 0.187, -5.271], [0.990, 0.849, -4.816], [0.917, 1.742, -3.762], [-0.298, 1.980, -3.143], [-1.440, 1.348, -3.598], [-1.364, 0.474, -4.665], [-0.347, 3.025, -1.655], [-0.127, 4.607, -2.577], [-1.735, 3.020, -1.193], [0.930, -0.835, -6.827], [-0.784, -0.581, -7.164], [-0.289, -1.805, -6.012], [1.942, 0.667, -5.293], [1.800, 2.279, -3.443], [-2.374, 1.552, -3.098], [-2.262, -0.001, -5.027], [-0.969, 4.751, -3.245], [0.806, 4.564, -3.124], [-0.088, 5.401, -1.840], [-0.640, -5.220, -4.081], [0.196, -5.389, -2.390], [0.705, -6.624, -2.026], [1.329, -6.777, -0.801], [1.430, -5.699, 0.063], [0.920, -4.465, -0.304], [0.306, -4.301, -1.536], [-0.433, -2.403, -2.107], [0.608, -7.452, -2.711], [1.729, -7.741, -0.530], [1.914, -5.810, 1.021], [0.999, -3.626, 0.376]], "atomic_forces_ev_per_a": [[-0.26, -0.60, 0.66], [0.05, -0.07, 0.01], [-0.05, 0.07, -0.11], [0.09, -0.11, -0.19], [-0.13, 0.58, 0.31], [0.23, -0.42, -0.26], [-0.16, 0.43, 0.09], [-0.20, -0.64, 0.26], [0.18, 0.12, -0.16], [0.04, -0.06, -0.05], [0.01, 0.13, 0.06], [-0.10, -0.41, 0.05], [0.16, 0.35, -0.13], [0.04, 0.12, 0.02], [0.07, 0.02, 0.01], [-0.02, -0.06, -0.01], [0.03, 0.20, -0.07], [0.01, 0.01, 0.04], [-0.03, -0.06, 0.02], [-0.03, -0.02, 0.00], [0.11, -0.13, -0.05], [-0.16, 0.40, 0.31], [-0.67, 0.68, -1.00], [0.56, -1.05, 0.22], [0.12, -0.08, 0.07], [-0.92, 1.01, -0.53], [0.06, -0.62, -0.17], [0.45, -0.16, 0.91], [0.14, -0.13, 0.19], [-0.34, -0.59, -0.45], [-0.04, -0.16, -0.11], [-0.37, -0.05, -0.06], [0.01, 0.24, 0.04], [-0.43, 0.87, -0.03], [0.65, 0.11, -0.41], [0.04, -0.19, 0.79], [-0.07, -0.06, 0.33], [0.15, 0.08, 0.10], [0.06, 0.12, 0.06], [-0.07, -0.03, -0.02], [0.15, -0.08, 0.02], [0.07, 0.06, -0.17], [0.06, -0.01, -0.07], [0.11, -0.21, -0.28], [0.11, -0.14, 0.01], [-0.17, -0.04, 0.08], [0.11, -0.02, -0.09], [0.03, 0.04, -0.10], [0.05, -0.17, 0.02], [0.01, -0.03, -0.02], [0.04, 0.06, 0.03], [-0.78, 0.03, 0.10], [0.31, -0.04, -0.02], [0.40, -0.20, -0.27], [-0.04, -0.04, 0.00], [-0.01, -0.03, 0.05], [-0.01, 0.00, -0.07], [-0.02, 0.05, -0.02], [0.00, -0.01, 0.07], [0.15, 0.66, 0.05], [0.32, -0.11, -0.01], [-0.01, 0.08, -0.09], [-0.10, 0.34, 0.40], [-0.06, -0.08, -0.03], [0.01, 0.11, -0.02], [0.02, -0.03, -0.01], [0.00, 0.13, 0.01], [0.22, 0.08, 0.32], [-0.11, 0.20, 0.22], [0.16, 0.01, 0.01], [0.83, 0.55, -1.80], [0.09, -0.47, 0.59], [-1.21, 0.08, 0.71], [0.09, 0.02, -0.05], [-0.05, 0.02, -0.10], [-0.01, -0.15, 0.05], [0.10, -0.04, -0.09], [0.14, -0.02, 0.02], [-0.11, 0.00, 0.04], [-0.15, -0.13, -0.04], [-0.15, -0.16, -0.07], [0.17, 0.00, -0.12], [0.01, 0.09, 0.15], [0.02, -0.21, -0.08], [-0.07, 0.13, -0.12], [-0.04, -0.05, -0.11], [-0.03, 0.02, 0.00], [0.05, -0.09, -0.05], [0.03, 0.16, 0.06], [-0.16, 0.29, -0.39], [0.21, -0.33, 0.41], [0.01, -0.09, -0.03], [0.04, -0.10, 0.06], [0.01, 0.04, 0.12], [-0.01, -0.01, 0.00]]}

Entry 2:
{"formula": "C9H18N2O4", "method": "ωB97M-V/def2-TZVPD", "fmax_ha_per_bohr": 0.1373, "homo_lumo_gap_ev": 9.5, "e_homo_ev": -9.22, "e_above_lowest_kcal_mol": 212.50, "e_tot_ha": -763.94291, "elements": ["C", "C", "C", "C", "C", "C", "C", "C", "C", "N", "N", "O", "O", "O", "O", "H", "H", "H", "H", "H", "H", "H", "H", "H", "H", "H", "H", "H", "H", "H", "H", "H", "H"], "coordinates": [[-3.471, -2.434, 1.058], [4.892, -1.723, -0.164], [3.505, -0.975, 0.054], [2.431, -1.297, -0.987], [1.430, -0.062, -1.031], [0.513, -0.224, 0.177], [-0.289, 1.046, 0.484], [-1.451, 0.598, 1.416], [-3.550, 2.429, 0.549], [-3.901, 2.813, -0.601], [-2.748, 0.479, 0.690], [-3.982, -1.885, 1.932], [-2.941, -2.943, 0.182], [-4.491, 3.847, -0.885], [-3.694, 1.877, -1.618], [5.067, -1.728, -1.206], [4.831, -2.807, 0.176], [5.715, -1.213, 0.264], [3.731, 0.095, 0.018], [3.096, -1.195, 1.051], [2.906, -1.420, -2.031], [1.822, -2.086, -0.688], [0.746, -0.111, -1.888], [1.973, 0.804, -1.021], [-0.053, -1.072, 0.003], [1.057, -0.377, 1.060], [-0.649, 1.640, -0.475], [0.370, 1.755, 0.854], [-1.680, 1.181, 2.315], [-1.304, -0.398, 1.634], [-3.385, 2.837, 1.472], [-4.033, 2.260, -2.451], [-2.463, 0.292, -0.342]], "atomic_forces_ev_per_a": [[-0.55, 1.03, 0.98], [-2.56, -1.23, 0.72], [1.29, -0.74, 0.12], [0.98, 3.11, -1.99], [-1.02, -3.85, 0.25], [0.80, 3.11, -1.17], [-2.03, -0.60, -1.95], [-1.53, 2.95, -1.86], [2.82, -6.35, -1.24], [-0.50, -0.37, 0.13], [-0.66, 3.24, -2.15], [-0.42, -0.14, 0.63], [0.86, -0.97, -1.46], [-0.36, 1.20, -0.79], [0.21, -0.41, -0.43], [0.26, -0.16, -1.28], [0.22, 1.36, -0.30], [0.71, 0.39, 0.87], [-0.11, -0.03, 0.04], [0.33, 0.13, -0.15], [-0.77, -0.19, 1.59], [-0.60, -1.95, 0.10], [0.49, 0.15, -0.18], [1.23, 2.43, -0.08], [-1.60, -1.62, -0.28], [1.04, -0.56, 1.31], [0.11, -1.59, 1.63], [1.31, 1.29, 1.42], [0.56, -0.13, -0.06], [0.69, -2.21, 1.21], [-0.24, 1.56, 1.73], [-0.09, 0.42, 0.71], [-0.88, 0.72, 1.95]]}

Entry 3:
{"formula": "CH4INOS", "method": "ωB97M-V/def2-TZVPD", "fmax_ha_per_bohr": 0.1332, "homo_lumo_gap_ev": 7.9, "e_homo_ev": -9.85, "e_above_lowest_kcal_mol": 76.55, "e_tot_ha": -866.21074, "smiles": "C[S@@](=N)(=O)I", "elements": ["C", "S", "N", "O", "I", "H", "H", "H", "H"], "coordinates": [[0.736, -0.584, -0.801], [-0.342, 0.457, 0.272], [-0.007, 0.104, 1.736], [-0.293, 2.108, -0.603], [-2.684, -0.501, -0.129], [1.339, -1.274, -0.170], [-0.061, -1.128, -1.193], [1.379, -0.028, -1.521], [-0.067, 0.847, 2.409]], "atomic_forces_ev_per_a": [[0.83, 0.20, 1.28], [0.97, 5.11, -1.78], [0.45, 0.31, -1.96], [-0.27, -5.90, 3.46], [0.68, 0.35, -0.17], [-0.49, 0.75, -0.14], [-0.73, -1.25, -1.66], [-1.01, -0.03, 0.76], [-0.42, 0.47, 0.22]]}

Entry 4:
{"formula": "C5H20N2O3", "method": "ωB97M-V/def2-TZVPD", "fmax_ha_per_bohr": 0.0636, "homo_lumo_gap_ev": 9.1, "e_homo_ev": -8.88, "e_above_lowest_kcal_mol": 30.33, "e_tot_ha": -537.68111, "smiles": "CCCCNCN.O.O.O", "elements": ["C", "C", "C", "C", "N", "C", "N", "H", "H", "H", "H", "H", "H", "H", "H", "H", "H", "H", "H", "H", "H", "O", "H", "H", "O", "H", "H", "O", "H", "H"], "coordinates": [[-0.248, -2.138, 3.233], [0.207, -0.719, 3.003], [0.492, -0.418, 1.482], [-0.759, -0.057, 0.745], [-0.474, 0.101, -0.679], [-1.751, 0.119, -1.456], [-1.621, 0.487, -2.835], [0.570, -2.858, 3.309], [-0.869, -2.432, 2.376], [-0.853, -2.307, 4.134], [1.155, -0.563, 3.532], [-0.526, -0.019, 3.431], [1.289, 0.333, 1.500], [1.064, -1.319, 1.264], [-1.132, 0.884, 1.175], [-1.424, -0.926, 0.801], [0.160, 0.785, -1.063], [-2.441, -0.721, -1.388], [-2.296, 0.937, -0.937], [-1.114, 1.362, -2.926], [-1.131, -0.206, -3.372], [0.699, 3.282, -2.773], [1.266, 2.566, -2.521], [0.731, 3.962, -2.082], [2.939, 1.935, 0.181], [2.040, 1.812, -0.123], [2.868, 2.532, 0.910], [0.634, -2.371, -2.875], [0.045, -1.938, -2.261], [0.477, -2.106, -3.785]], "atomic_forces_ev_per_a": [[-0.70, -0.83, -0.17], [0.39, 0.82, 0.02], [1.13, -0.41, 3.04], [1.74, 0.05, -1.18], [-1.46, -2.36, -1.19], [0.04, 2.41, 0.80], [0.13, 0.32, 0.06], [0.11, 0.17, -0.23], [0.02, -0.24, 0.24], [0.12, 0.35, -0.17], [-0.24, 0.14, 0.07], [0.19, -0.02, -0.19], [-0.45, 0.42, -0.43], [-0.51, -0.21, -1.27], [-0.57, -0.39, 0.17], [-0.39, 0.57, 0.24], [-0.05, 0.29, 0.61], [0.78, -0.68, 0.35], [-0.45, -0.19, -0.59], [-0.11, 0.03, -0.11], [0.14, -0.29, -0.16], [-0.82, 0.75, -0.10], [0.70, -0.36, 0.33], [0.18, -0.46, -0.25], [0.24, -0.44, -0.73], [-0.21, -0.12, 0.02], [-0.02, 0.60, 0.73], [0.70, -0.69, -0.19], [-0.29, 0.55, 0.02], [-0.32, 0.21, 0.27]]}

Entry 5:
{"formula": "C9H16N2S2", "method": "ωB97M-V/def2-TZVPD", "fmax_ha_per_bohr": 0.0722, "homo_lumo_gap_ev": 8.0, "e_homo_ev": -7.96, "e_above_lowest_kcal_mol": 17.72, "e_tot_ha": -1258.32928, "elements": ["C", "C", "C", "C", "C", "C", "C", "C", "C", "N", "N", "S", "S", "H", "H", "H", "H", "H", "H", "H", "H", "H", "H", "H", "H", "H", "H", "H", "H"], "coordinates": [[-0.403, -1.189, -0.146], [4.359, -0.889, -0.592], [-0.859, -0.108, 0.743], [0.401, 0.766, 0.901], [0.994, 0.674, 2.342], [-2.358, -1.887, -1.584], [-0.921, 2.204, -0.754], [-1.229, -2.315, -0.632], [0.113, 2.209, 0.422], [0.817, -1.098, -0.563], [1.370, 0.058, -0.029], [4.425, -2.194, 0.257], [4.191, 0.386, -1.467], [-1.806, 0.237, 0.336], [-1.185, -0.495, 1.756], [0.388, 1.494, 2.809], [2.067, 0.868, 2.158], [0.887, -0.385, 2.494], [-2.843, -2.914, -1.873], [-2.093, -1.491, -2.529], [-3.127, -1.271, -0.969], [-1.893, 2.371, -0.335], [-0.837, 1.263, -1.360], [-0.805, 3.235, -1.273], [-0.557, -3.019, -1.061], [-1.752, -2.727, 0.278], [-0.276, 2.837, 1.186], [1.063, 2.801, 0.182], [1.871, 0.579, -0.699]], "atomic_forces_ev_per_a": [[1.67, -0.92, -0.85], [-0.32, -0.54, 0.22], [-0.66, -0.90, 1.80], [0.32, 0.50, -1.22], [-0.44, 1.37, -2.96], [-2.20, -2.50, 1.65], [1.55, 2.16, -0.22], [-1.22, 0.72, 1.36], [1.06, -0.04, -1.35], [-1.20, 0.90, 0.22], [-0.85, -0.45, 1.77], [0.10, 0.73, -0.40], [0.53, -0.17, 0.02], [0.15, 0.86, -0.05], [0.49, 0.10, -0.88], [0.92, -1.37, 0.93], [-0.51, 0.34, 0.82], [-0.20, -0.21, 1.43], [0.30, 1.95, 0.57], [0.53, 0.98, -0.60], [1.15, -0.86, -1.51], [-0.78, -0.72, 0.22], [-0.17, 1.36, 0.09], [0.17, -2.06, -0.06], [0.29, -0.77, -0.37], [0.56, -0.15, -0.89], [-0.65, 0.21, 1.09], [-0.88, -1.20, -0.13], [0.28, 0.67, -0.71]]}

Entry 6:
{"formula": "C5H13NS", "method": "ωB97M-V/def2-TZVPD", "fmax_ha_per_bohr": 0.0517, "homo_lumo_gap_ev": 9.5, "e_homo_ev": -8.64, "e_above_lowest_kcal_mol": 31.96, "e_tot_ha": -651.19303, "smiles": "CCN[C@@H](C)CS", "elements": ["C", "C", "N", "C", "C", "C", "S", "H", "H", "H", "H", "H", "H", "H", "H", "H", "H", "H", "H", "H"], "coordinates": [[-0.203, -1.497, 1.860], [0.414, -0.108, 2.025], [0.665, 0.535, 0.716], [-0.206, 0.420, -0.459], [-0.842, 1.785, -0.630], [0.637, 0.008, -1.685], [-0.653, -0.136, -3.116], [-0.067, -1.870, 0.796], [0.439, -2.219, 2.349], [-1.261, -1.754, 1.925], [1.347, -0.242, 2.600], [-0.199, 0.595, 2.614], [1.584, 0.148, 0.515], [-1.038, -0.282, -0.449], [-0.031, 2.491, -0.775], [-1.373, 1.804, -1.602], [-1.551, 1.981, 0.166], [1.407, 0.735, -1.936], [1.066, -1.008, -1.590], [-0.137, -1.384, -3.323]], "atomic_forces_ev_per_a": [[0.66, -1.57, -2.04], [-1.73, 0.35, -0.26], [1.92, -0.75, 0.81], [0.53, 0.35, 0.14], [-0.08, -0.33, -1.94], [-1.68, -0.09, -0.39], [1.89, -0.98, 0.75], [0.23, 0.79, 0.76], [-0.43, -0.32, 0.75], [-0.05, 0.65, 0.99], [-0.20, 0.42, -0.63], [-0.03, -0.50, 0.00], [-0.18, 0.33, -0.69], [0.15, -0.56, 0.71], [-0.10, 0.50, 0.64], [-0.22, 0.05, 0.55], [0.20, 0.39, 0.16], [-0.03, 0.02, -0.03], [-0.17, 0.67, 0.14], [-0.67, 0.58, -0.43]]}

Entry 7:
{"formula": "C2H5NO2PS", "method": "ωB97M-V/def2-TZVPD", "fmax_ha_per_bohr": 0.0811, "total_charge": -1, "homo_lumo_gap_ev": [7.0, 7.1], "e_homo_ev": [-3.15, -3.23], "e_above_lowest_kcal_mol": 133.27, "e_tot_ha": -1023.83994, "elements": ["C", "C", "N", "O", "O", "P", "S", "H", "H", "H", "H", "H"], "coordinates": [[-0.574, -0.155, -1.139], [-0.334, 2.013, 0.670], [0.078, -0.917, -0.240], [1.487, -1.137, -0.643], [0.219, 1.106, 1.400], [0.754, -2.559, -0.151], [1.339, -2.786, 1.699], [-1.722, -0.058, -1.163], [-0.287, 0.268, -2.067], [-1.341, 1.940, 0.607], [0.244, 2.355, -0.069], [0.137, -0.070, 1.096]], "atomic_forces_ev_per_a": [[-3.86, 0.99, -0.45], [0.38, -2.71, 1.23], [0.46, 1.53, 0.50], [-0.32, 0.42, -0.23], [1.05, -2.99, 1.94], [0.28, -0.92, 0.14], [-0.12, -0.44, 0.32], [1.76, -0.76, 0.95], [1.58, -0.11, -0.49], [-3.42, 0.59, -0.35], [2.03, 2.13, -2.96], [0.19, 2.28, -0.60]]}